No. 1
A structure of composition C25H17F12GaN2O2S. Source: OMol25; level of theory: wB97M-V/def2-TZVPD.

* HOMO level: -7.27 eV
* charge: 0
* total energy: -129102.1710 eV
* frontier orbital gap: 0.229 hartree

Atoms and positions in Å:
Ga1 -0.71029 -1.48428 -0.41836
C1 -6.63099 0.55764 1.90062
C2 -5.19593 0.11738 1.77461
C3 -4.64833 -0.82506 2.63756
C4 -3.34079 -1.23450 2.48372
C5 -2.51827 -0.70937 1.48479
N1 -1.20958 -1.21414 1.33647
C6 -0.23804 -1.12817 2.33318
C7 -0.53630 -0.49619 3.54789
C8 0.37303 -0.41836 4.58241
C9 1.64168 -0.96186 4.45943
C10 2.65180 -0.88804 5.57483
C11 1.96327 -1.54179 3.24366
C12 1.08363 -1.62134 2.16372
C13 1.59972 -2.26157 0.85433
O1 1.08058 -1.74409 -0.32588
C14 1.29169 -3.78682 0.89398
F1 1.78355 -4.39811 1.97349
F2 -0.04437 -3.96586 0.90539
F3 1.76157 -4.42837 -0.18833
C15 3.13883 -2.06990 0.65462
F4 3.89713 -2.84287 1.45438
F5 3.49451 -2.37507 -0.59906
F6 3.48608 -0.79577 0.86368
C16 -3.05963 0.23729 0.59171
C17 -4.39005 0.62565 0.76891
C18 -2.20841 0.89599 -0.52090
O2 -1.32106 0.07359 -1.20421
C19 -1.40431 2.06765 0.10726
F7 -0.75918 2.78656 -0.82294
F8 -2.20174 2.90780 0.78474
F9 -0.48913 1.59504 0.95634
C20 -3.08848 1.45640 -1.68183
F10 -3.82267 2.53248 -1.38549
F11 -2.32824 1.79818 -2.74382
F12 -3.91539 0.48960 -2.12461
H1 -6.99421 0.42559 2.91945
H2 -7.27709 -0.02476 1.24004
H3 -6.74565 1.60795 1.63190
H4 -5.25471 -1.25051 3.42891
H5 -2.91872 -1.98408 3.14085
H6 -1.51107 -0.04895 3.67613
H7 0.08269 0.07740 5.50225
H8 2.16150 -0.73676 6.53651
H9 3.34722 -0.05921 5.42305
H10 3.24097 -1.80367 5.63711
H11 2.95782 -1.94941 3.14594
H12 -4.83129 1.36413 0.11657
S1 -1.57504 -3.04324 -1.90814
C21 -0.61461 -2.31108 -3.16678
N2 -0.97557 -1.09960 -3.63898
C22 -0.28193 -0.40925 -4.55954
C23 0.84389 -0.95514 -5.10967
C24 1.25701 -2.21354 -4.66531
C25 0.53858 -2.88606 -3.70059
H13 -1.74409 -0.64128 -3.15310
H14 -0.66042 0.57266 -4.80169
H15 1.40341 -0.40455 -5.85018
H16 2.16064 -2.65570 -5.06342
H17 0.85956 -3.84043 -3.31178

***

No. 2
A structure of composition C15H17Cl5NOPtSi. Source: OMol25; level of theory: wB97M-V/def2-TZVPD.

* HOMO level: -4.36 eV
* charge: -1
* total energy: -93108.8477 eV
* frontier orbital gap: 0.251 hartree

Atoms and positions in Å:
Pt1 0.37997 0.28542 0.01118
Cl1 -0.56049 -1.72991 -2.40819
C1 0.45298 -0.39804 -2.86629
C2 0.91899 0.46842 -1.86908
C3 1.77135 1.49015 -2.30172
Cl2 2.43554 2.58341 -1.12826
C4 2.09108 1.68567 -3.64142
Cl3 3.12267 2.98482 -4.12426
C5 1.55885 0.83918 -4.60822
Cl4 1.92436 1.08396 -6.27917
C6 0.74423 -0.21793 -4.21516
Cl5 0.09671 -1.28500 -5.40873
C7 -2.26873 -0.40906 1.53315
C8 -2.45640 0.54999 0.40300
C9 -3.63170 1.13150 0.00236
C10 -3.32712 1.96412 -1.10069
C11 -1.97799 1.86117 -1.33926
C12 -1.25020 2.60098 -2.41386
N1 -1.42855 0.99413 -0.41065
H1 -3.24255 -0.62724 1.97344
H2 -1.61627 -0.00761 2.31007
H3 -1.82099 -1.35060 1.20226
H4 -4.59596 0.96645 0.45969
H5 -4.01111 2.58089 -1.66492
H6 -1.97368 3.21999 -2.94574
H7 -0.78408 1.94290 -3.14598
H8 -0.47707 3.26178 -2.01172
C13 0.09742 -1.51188 4.35338
Si1 1.28280 -1.47989 2.89528
C14 3.00356 -1.22191 3.60363
C15 1.24944 -3.19778 2.13543
O1 0.91886 -0.31859 1.83952
H9 0.45810 -2.21824 5.10711
H10 -0.90513 -1.82290 4.05073
H11 0.01434 -0.52950 4.82484
H12 3.24899 -2.00763 4.32401
H13 3.07419 -0.25843 4.11443
H14 3.76111 -1.23591 2.81613
H15 1.60354 -3.94960 2.84688
H16 1.88333 -3.24728 1.24640
H17 0.23560 -3.47000 1.83037

***

No. 3
A structure of composition C32H22N8O6STl at a distorted geometry. Source: OMol25; level of theory: wB97M-V/def2-TZVPD.

* HOMO level: -11.02 eV
* charge: +1
* total energy: -73265.3907 eV
* frontier orbital gap: 0.270 hartree

Atoms and positions in Å:
Tl1 0.22532 -1.12235 -0.27776
N1 2.27516 -2.12620 -4.18165
C1 1.83655 -1.66963 -2.99686
S1 0.65790 -2.68556 -2.20604
N2 2.34186 -0.50666 -2.63464
N3 1.91953 -0.02198 -1.44907
C2 2.30087 1.14248 -1.07516
C3 3.24269 1.99519 -1.84229
C4 2.89675 3.31894 -2.11333
C5 3.75328 4.12931 -2.84319
C6 4.97066 3.62748 -3.28417
C7 5.32521 2.31390 -3.00297
C8 4.46120 1.49478 -2.29381
C9 1.68609 1.67991 0.17380
C10 2.32928 2.64438 0.93323
C11 1.68929 3.14598 2.05407
C12 0.41991 2.69126 2.37132
C13 -0.14508 1.71010 1.57837
N4 0.47618 1.21061 0.50444
H1 1.94161 -2.99639 -4.55323
H2 2.96006 -1.58835 -4.68522
H3 1.95167 3.71551 -1.75583
H4 3.47461 5.15272 -3.06120
H5 5.64585 4.26221 -3.84383
H6 6.27686 1.92457 -3.34163
H7 4.72884 0.46720 -2.08681
H8 3.31253 2.98855 0.64207
H9 2.17701 3.89025 2.67125
H10 -0.12226 3.07859 3.22361
H11 -1.12215 1.30400 1.80080
O1 1.92210 -2.45332 0.79092
C14 2.03513 -2.88154 1.93822
C15 1.20099 -2.56599 3.06352
C16 1.53543 -3.17341 4.28106
C17 0.80339 -2.91441 5.39925
C18 -0.29131 -2.04121 5.35601
C19 -0.63622 -1.43889 4.17755
C20 0.09300 -1.67559 2.98148
O2 -0.28884 -1.07546 1.90126
N5 1.16944 -3.56209 6.66576
O3 2.12037 -4.31824 6.65751
O4 0.48214 -3.31934 7.63763
H12 2.85851 -3.58406 2.14077
H13 2.37921 -3.85087 4.34288
H14 -0.84711 -1.85834 6.26491
H15 -1.47912 -0.76029 4.12281
O5 -7.12355 1.56895 -1.83595
N6 -6.11609 1.36888 -2.47655
O6 -5.87601 1.84613 -3.56818
C21 -5.01808 0.62492 -1.80927
C22 -5.38886 -0.26546 -0.88006
C23 -4.41392 -1.09466 -0.23817
C24 -4.76996 -2.07529 0.70262
C25 -3.79707 -2.86597 1.25198
C26 -2.47194 -2.65796 0.86183
N7 -2.11838 -1.73779 -0.01664
C27 -3.06555 -0.95473 -0.56932
C28 -2.67104 0.05123 -1.53853
N8 -1.35508 0.18324 -1.78491
C29 -0.94555 1.06467 -2.67178
C30 -1.83385 1.90109 -3.35247
C31 -3.17546 1.79681 -3.10216
C32 -3.63917 0.83633 -2.18069
H16 -6.43713 -0.37322 -0.63507
H17 -5.81202 -2.19465 0.97737
H18 -4.03097 -3.63484 1.97616
H19 -1.67557 -3.26213 1.28013
H20 0.12403 1.11945 -2.85451
H21 -1.45719 2.62212 -4.06520
H22 -3.87592 2.43512 -3.61644